Entry from OMol25: 2 unconnected molecules or ions with the total composition C4H9NO2 in a non-equilibrium geometry (ωB97M-V/def2-TZVPD).

Structure (ORCA input):
```
! RIJCOSX wB97M-V def2-TZVPD def2/J DEFGRID3
* xyz 0 1
O -1.91 0.75 -1.02
O -2.29 0.00 1.09
N -0.13 0.77 0.49
C 2.19 1.28 0.34
C 0.76 1.41 -0.13
C -1.37 0.45 0.20
C -0.38 -2.39 -0.48
H 0.40 1.89 -0.97
H -1.84 -0.60 1.63
H -0.10 -2.97 -1.29
H -2.31 -0.02 -1.39
H -0.86 -2.95 0.21
H 2.49 2.30 0.71
H 2.78 1.10 -0.46
H 2.39 0.54 1.15
H 0.19 -1.56 -0.07
*
```

Values from the calculation:
Lowest unoccupied orbital energy (spin up / spin down) in eV: 0.574 / -0.416
Energy in eV: -9874.307
Energy relative to the best compared isomer or geometry (same formula, charge and spin) in kcal per mole: 132.7